C9H6IN3OS | ωB97M-V/def2-TZVPD

Properties
Orbital gap: 7.66 eV
Charge: 0
LUMO: -0.567 eV

Each line ends with the Mulliken charge.
Geometry (Å):
I 2.084 0.178 2.639  0.113
S 0.910 0.647 -3.894  0.177
O 3.252 0.986 -0.148  -0.507
N 1.970 0.853 -2.720  -0.682
N -2.023 -0.805 -0.927  -0.563
N -0.331 0.069 -3.041  -0.698
C -0.910 -0.832 1.771  -1.904
C -0.113 -0.398 0.554  0.628
C -1.597 0.315 2.312  -0.022
C 1.224 0.081 0.734  -0.813
C 1.975 0.500 -0.304  0.103
C -2.133 1.293 2.742  0.037
C -0.704 -0.432 -0.671  -0.032
C 0.069 0.022 -1.778  1.158
C 1.385 0.471 -1.584  0.865
H -2.138 -1.103 -1.887  0.284
H -2.525 2.266 2.866  0.435
H -2.378 -1.520 -0.311  0.211
H -1.623 -1.606 1.510  0.379
H -0.263 -1.267 2.519  0.505
H 3.868 0.283 -0.381  0.326

***

C30H50B3Br3Cl3F4KLi2N3NaO9P | ωB97M-V/def2-TZVPD

Properties
Orbital gap: 1.11 eV
Charge: +1
LUMO: -7.204 eV

Each line ends with the Mulliken charge.
Geometry (Å):
Br -7.271 -3.966 -4.827  -0.129
Br -4.555 -4.471 -6.442  -0.082
Br -4.446 -3.688 -3.325  0.000
K -4.448 -1.320 -9.590  0.844
Cl -1.285 4.277 -2.579  -0.040
Cl 2.915 -2.754 4.804  -0.302
Cl -2.028 3.245 -5.199  -0.257
P 4.731 -2.898 3.656  0.182
Na -4.787 2.033 -10.472  0.841
F 6.852 5.925 3.850  -0.421
F 4.716 5.960 4.821  -0.422
F 6.110 7.832 4.996  -0.374
F 5.164 7.269 2.933  -0.410
O 4.193 4.183 0.978  -0.616
O 5.984 -3.168 4.792  -0.479
O 4.275 -3.156 0.500  -0.538
O -5.856 -0.603 -2.978  -0.716
O 5.787 3.279 4.995  -0.574
O 4.262 1.327 -1.638  -0.599
O -4.341 -0.056 -5.704  -0.482
O -7.094 -3.147 -7.982  -0.788
O 7.650 3.057 3.400  -0.537
N -3.903 1.450 -7.326  -0.007
N 6.506 3.451 0.053  -0.792
N -5.268 -0.332 -7.738  -0.583
C 4.436 0.547 0.766  0.226
C -1.456 -5.142 2.012  -0.739
C 3.786 0.647 -0.704  -0.419
C -3.035 1.593 0.080  -0.893
C -6.657 1.161 3.594  -1.153
C 1.099 -3.783 0.569  -0.861
C 4.383 -0.864 1.462  0.333
C 0.877 1.845 -1.197  0.119
C -0.422 1.965 -0.272  -0.654
C 5.020 -0.247 6.179  -0.659
C -1.024 -3.590 2.039  -0.799
C 5.628 1.464 2.969  0.430
C -4.208 1.132 2.470  -0.720
C -1.211 4.547 -4.320  -0.422
C 2.422 -1.586 -0.254  0.439
C 3.730 -2.033 0.561  -0.199
C -0.347 -6.165 2.557  -0.877
C -4.494 0.327 -6.843  0.616
C 6.068 -0.096 5.179  -0.526
C 5.087 1.726 1.512  -0.123
C 1.117 -2.489 -0.368  -0.178
C -1.725 1.213 -0.813  0.088
C 4.905 -1.146 2.891  0.338
C 0.581 -3.366 2.037  -0.121
C 1.249 0.361 -1.669  -0.653
C 5.532 0.060 3.668  0.026
C 2.475 -0.289 -0.855  0.504
C -3.322 0.549 1.259  -0.149
C -5.395 -3.491 -4.999  0.783
C -5.542 0.302 2.780  -0.298
B 5.227 3.205 0.838  0.454
B 5.710 6.750 4.151  0.596
B 6.330 2.649 3.841  0.645
Li -8.161 -1.478 -5.517  0.828
Li -2.986 -6.705 1.520  0.974
H 0.234 -1.824 -0.027  -0.231
H -6.531 -3.878 -8.219  0.130
H -0.168 4.582 -4.630  0.314
H -1.383 -3.142 1.034  0.063
H -1.550 -3.005 2.864  0.352
H -1.641 0.071 -0.774  0.075
H -3.566 1.079 3.430  0.232
H -2.484 -5.286 2.524  0.633
H -0.171 1.703 0.824  0.270
H 1.114 -3.888 2.895  -0.057
H -1.621 -5.406 0.891  0.318
H -3.944 1.541 -0.627  0.262
H 0.394 -6.467 1.748  0.275
H 1.725 2.408 -0.668  0.019
H 4.317 0.636 6.414  0.213
H 0.659 2.455 -2.152  -0.013
H -1.697 5.493 -4.552  0.327
H 6.833 -3.024 4.316  0.350
H -0.692 3.090 -0.244  0.240
H 6.570 2.689 -0.657  0.316
H -2.323 0.205 1.723  0.105
H 4.874 3.611 4.850  0.312
H -5.406 -0.029 -8.686  0.307
H -0.903 -7.113 2.919  0.374
H -3.868 -0.381 0.872  0.320
H -3.317 1.973 -6.691  0.029
H -4.019 1.780 -8.269  -0.147
H -5.352 -2.435 -5.265  -0.663
H -6.226 1.676 4.519  0.289
H 7.673 4.036 3.286  0.388
H 2.092 -4.329 0.674  0.362
H -7.160 1.943 2.932  0.302
H 7.262 3.233 0.735  0.323
H 7.177 -0.051 5.440  0.339
H -6.078 -0.080 1.838  0.289
H -5.537 -0.385 -3.853  0.152
H 0.944 -2.794 -1.467  0.390
H 0.254 -5.784 3.449  0.272
H -3.001 2.671 0.464  0.415
H -5.729 -1.180 -7.420  0.148
H -7.508 0.483 3.984  0.334
H 1.635 0.458 -2.756  0.338
H 0.382 -4.540 0.066  0.257
H 4.070 4.605 0.099  0.292
H 0.781 -2.241 2.158  0.490
H 0.343 -0.338 -1.745  0.307
H -4.505 2.228 2.355  0.379
H 4.845 -1.252 6.717  0.282
H -5.323 -0.605 3.463  0.218
H -2.014 1.509 -1.887  0.037

***

H6O3Si6 | ωB97M-V/def2-TZVPD

Properties
Energy above the lowest of the compared OMol25 structures with the same formula, charge and spin: 0.750 eV
Orbital gap: 6.39 eV
Charge: 0
LUMO: -1.135 eV

Each line ends with the Mulliken charge.
Geometry (Å):
Si 2.106 0.751 -1.160  0.221
Si 0.975 3.063 0.603  -0.186
Si 3.459 -0.122 0.541  -0.195
Si -1.168 2.287 0.596  0.031
Si 0.111 -0.427 -0.805  0.126
Si 1.047 -1.951 0.814  0.253
O 2.386 -1.095 1.229  0.180
O 1.747 2.271 -0.577  0.169
O -0.799 0.710 0.090  0.059
H -2.614 2.289 -0.366  -0.074
H 1.653 -3.015 0.073  -0.132
H -1.653 2.168 2.120  -0.080
H 2.404 0.916 -2.525  -0.154
H -0.980 -0.927 -1.828  -0.107
H 0.470 -2.235 2.094  -0.110